(1)
The following is a DFT calculation (ωB97M-V with the def2-TZVPD basis set) of C3H6N2O as an isolated structure at a distorted geometry.

Summary:
Total energy ... -302.4629 Eh
Energy relative to the best compared isomer or geometry (same formula, charge and spin) ... 604.5 kJ/mol
E_HOMO (spin up / spin down) ... -6.825 / -6.827 eV
Gap between HOMO and LUMO (spin up / spin down) ... 0.250 / 0.250 Eh

Each line ends with the Mulliken charge.
Atoms and positions in Å:
N (1.68581, 0.44520, -0.51111)  -0.3602
C (0.77198, 0.16066, 0.39479)  0.4194
O (1.03602, -0.19321, 1.58385)  -0.4391
C (-0.71673, 0.11616, 0.11920)  0.2990
C (-1.16315, -0.36974, -1.10455)  -1.1019
N (-0.67579, -0.75227, 1.64962)  -0.4204
H (2.65967, 0.29093, -0.29941)  0.2517
H (1.38196, 0.64237, -1.46089)  0.2902
H (-1.22173, 1.04218, 0.40923)  0.2334
H (-0.68902, -1.20241, -1.62441)  0.2858
H (-2.06261, -0.00747, -1.60070)  0.2328
H (-1.00639, -0.17240, 2.44438)  0.3094

Atoms 1-6, force components in eV/Å:
N 0.0 -0.1 0.3
C -0.3 -0.1 -0.4
O -2.0 -0.5 -0.1
C 0.5 0.9 -1.0
C -0.1 -0.2 -0.4
N 1.7 -0.1 0.6

---

(2)
The following is a DFT calculation (ωB97M-V with the def2-TZVPD basis set) of C35H39N2O3PPdSi2 as an isolated structure.

Summary:
Total energy ... -2740.7015 Eh
E_HOMO ... -6.992 eV
Gap between HOMO and LUMO ... 0.265 Eh

Each line ends with the Mulliken charge.
Atoms and positions in Å:
Pd (0.34402, 1.03882, 0.88244)  -0.0719
C (-1.84472, 1.85952, 3.47960)  -1.3738
Si (-0.28612, 2.47247, 2.58237)  1.2853
C (-0.78524, 4.17170, 1.88966)  -1.2950
C (1.00945, 2.82755, 3.91233)  0.4227
C (0.86440, 3.65846, 5.02662)  -0.5690
C (1.90669, 3.82558, 5.91915)  -0.6788
C (3.11510, 3.16142, 5.71164)  -0.5861
C (3.27027, 2.33728, 4.61333)  -0.8926
C (2.22372, 2.16348, 3.70478)  0.3523
Si (2.22819, 1.06913, 2.17287)  0.9987
C (2.59021, -0.70596, 2.70137)  -1.1064
C (3.66387, 1.60596, 1.05900)  -1.1477
H (-2.16106, 2.58550, 4.23146)  0.3993
H (-1.64391, 0.91489, 3.98681)  0.2977
H (-2.69153, 1.70483, 2.80835)  0.3438
H (-1.12990, 4.81445, 2.70230)  0.4049
H (-1.59183, 4.11078, 1.15748)  0.1894
H (0.05987, 4.67044, 1.41267)  0.3312
H (-0.07039, 4.18078, 5.20071)  0.3300
H (1.78665, 4.47073, 6.78055)  0.3851
H (3.92878, 3.29237, 6.41222)  0.3919
H (4.21514, 1.82697, 4.46900)  0.3505
H (3.45701, -0.70384, 3.36942)  0.3984
H (2.80339, -1.35957, 1.85848)  0.2230
H (1.74024, -1.12864, 3.23562)  0.1818
H (4.57575, 1.68298, 1.65849)  0.3814
H (3.47963, 2.58349, 0.61110)  0.2404
H (3.85262, 0.89604, 0.25411)  0.2192
O (2.11399, -2.84000, -5.52991)  -0.4934
C (1.32889, -1.72778, -5.90346)  -0.4308
N (1.36493, -0.83394, -4.77087)  0.0268
C (1.08658, 0.48106, -4.92802)  0.3797
O (0.67546, 0.92579, -5.98689)  -0.6973
C (1.19492, 1.35924, -3.71323)  0.7940
C (1.24788, 2.73881, -3.89896)  -0.8690
C (1.31462, 3.56012, -2.78786)  -0.9567
C (1.28521, 2.97513, -1.52983)  -0.2470
N (1.20096, 1.65599, -1.33935)  0.5585
C (1.17470, 0.87142, -2.41203)  -0.6353
H (2.10374, -3.47893, -6.24798)  0.2993
H (0.29837, -2.02980, -6.12438)  0.2645
H (1.74094, -1.20819, -6.77547)  0.3287
H (1.77216, -1.19528, -3.92580)  0.2013
H (1.23618, 3.13339, -4.90596)  0.5049
H (1.37559, 4.63413, -2.88364)  0.4651
H (1.30603, 3.57485, -0.62868)  0.2503
H (1.09571, -0.19146, -2.20430)  0.2115
O (0.21793, -1.63078, 0.91706)  -0.5328
P (-0.97494, -2.02543, 0.11963)  1.6546
C (-1.61907, -0.63747, -0.83839)  0.6182
C (-1.61867, -0.60312, -2.22847)  -0.5404
C (-1.98965, 0.56054, -2.89716)  -0.4789
C (-2.35348, 1.68930, -2.18085)  -0.8209
C (-2.38343, 1.65487, -0.78922)  -0.1494
C (-2.03500, 0.49240, -0.11712)  -1.8728
C (-2.34658, -2.55702, 1.15242)  0.4071
C (-3.63277, -2.76064, 0.65609)  -0.4700
C (-4.65684, -3.11729, 1.51510)  -0.8156
C (-4.40251, -3.25750, 2.87460)  -0.4723
C (-3.12894, -3.03837, 3.37399)  -0.6583
C (-2.09748, -2.68627, 2.51505)  -0.2210
C (-0.58462, -3.30404, -1.08985)  -0.1769
C (0.71207, -3.26984, -1.60764)  -0.4212
C (1.10065, -4.18013, -2.57562)  -0.4665
C (0.19919, -5.13612, -3.02516)  -0.6360
C (-1.08220, -5.18878, -2.49770)  -0.7586
C (-1.47368, -4.27481, -1.52991)  -0.2144
H (-1.30481, -1.47007, -2.79563)  0.3465
H (-1.97486, 0.58604, -3.97888)  0.4781
H (-2.62524, 2.59750, -2.70194)  0.4607
H (-2.68657, 2.52861, -0.22690)  0.4117
H (-2.11914, 0.45989, 0.96932)  0.8653
H (-3.84435, -2.61437, -0.39657)  0.4053
H (-5.65538, -3.27357, 1.12990)  0.4070
H (-5.20624, -3.52750, 3.54654)  0.3899
H (-2.93591, -3.13185, 4.43421)  0.4343
H (-1.09945, -2.49462, 2.88713)  0.3582
H (1.41789, -2.54518, -1.21580)  0.4709
H (2.10225, -4.14552, -2.98007)  0.4286
H (0.50256, -5.85136, -3.77794)  0.4040
H (-1.77635, -5.94652, -2.83377)  0.4390
H (-2.47149, -4.33313, -1.11375)  0.3656

Atoms 1-6, force components in eV/Å:
Pd 0.1 0.3 0.1
C 0.1 0.0 0.0
Si -0.1 0.0 0.0
C 0.1 -0.1 0.0
C 0.0 0.0 0.0
C -0.1 0.0 -0.1